C22H57AsBrMnN4OSi5 | the ωB97M-V functional and the def2-TZVPD basis

## Properties
spin multiplicity	6
energy above the lowest of the compared OMol25 structures with the same formula, charge and spin	0.0	kcal per mole
<S²>	8.758
HOMO energy (spin up / spin down)	-3.938 / -4.107	eV
calculated total energy	-233347.1563	eV
lowest unoccupied orbital energy (spin up / spin down)	2.5752 / 2.5710	eV
net charge	-1

Last column: Mulliken charge in e.
CARTESIAN COORDINATES (ANGSTROEM)
1 Mn -0.54879 0.57356 0.46220  0.932
2 C -0.33967 1.26470 4.17663  -1.243
3 O -0.50027 0.42967 3.05266  0.243
4 Si -1.25876 -1.08383 2.99441  0.154
5 C -2.55615 -1.09781 4.36232  -1.540
6 C 0.00669 -2.31328 3.65978  -1.407
7 C -1.76301 -1.22142 1.26550  1.074
8 Si -3.50145 -0.67840 0.91662  0.326
9 C -4.16205 0.65390 2.08033  -1.117
10 C -4.75074 -2.09363 1.05596  -1.191
11 C -3.74551 0.06881 -0.78727  -0.712
12 Si -1.31975 -2.78667 0.40913  -0.391
13 C 0.53882 -2.99877 0.16327  0.102
14 C -2.06755 -2.95413 -1.30666  -0.610
15 C -1.87534 -4.34673 1.32655  -1.141
16 H -1.13274 1.10843 4.91368  0.299
17 H -0.38286 2.30335 3.84356  0.339
18 H 0.62515 1.08340 4.67044  0.254
19 H -2.07595 -1.31234 5.32232  0.441
20 H -3.29262 -1.88655 4.17832  0.229
21 H -3.09727 -0.15706 4.45456  0.362
22 H 0.30404 -1.96475 4.65584  0.488
23 H 0.90899 -2.40808 3.05992  0.259
24 H -0.42292 -3.31184 3.78424  0.442
25 H -4.58739 0.24867 2.99983  0.271
26 H -4.96611 1.17186 1.54651  0.397
27 H -3.40339 1.40237 2.32928  0.197
28 H -4.70499 -2.56672 2.04261  0.241
29 H -4.59347 -2.87343 0.30434  0.308
30 H -5.76259 -1.69623 0.91831  0.373
31 H -3.26127 1.04752 -0.85680  -0.067
32 H -4.82161 0.22046 -0.93461  0.527
33 H -3.35963 -0.53814 -1.60970  0.336
34 H 0.97529 -2.10301 -0.29101  -1.048
35 H 0.72194 -3.83126 -0.52458  0.570
36 H 1.06864 -3.21857 1.09265  0.485
37 H -1.77279 -2.12348 -1.95392  -0.034
38 H -3.16187 -2.99034 -1.29000  0.258
39 H -1.71213 -3.88972 -1.75374  0.407
40 H -1.45118 -4.40626 2.33371  0.301
41 H -1.54946 -5.23677 0.77653  0.352
42 H -2.96429 -4.38906 1.42153  0.285
43 Br -1.31262 2.87272 0.95572  -0.704
44 C -1.99986 3.52068 -2.59942  -0.925
45 Si -0.37085 2.66037 -2.94581  -0.060
46 C 1.02120 3.70521 -2.22522  -0.713
47 C -0.17487 2.73700 -4.82150  -1.295
48 As -0.44737 0.49082 -2.13158  -0.264
49 Si 1.10093 -0.48999 -3.54560  0.547
50 C 0.36964 -0.70741 -5.26598  -1.228
51 C 1.53292 -2.24475 -3.01574  -1.182
52 C 2.74784 0.41338 -3.74832  -1.134
53 H -1.99902 4.50970 -3.07250  0.329
54 H -2.16600 3.64284 -1.52789  0.209
55 H -2.83189 2.94244 -3.01051  0.231
56 H 1.01656 4.71572 -2.65049  0.540
57 H 2.00105 3.25893 -2.42421  0.229
58 H 0.88504 3.78837 -1.14362  -0.021
59 H -0.22235 3.79085 -5.12122  0.353
60 H -0.99087 2.20784 -5.32072  0.286
61 H 0.77088 2.32758 -5.18513  0.311
62 H -0.54001 -1.31071 -5.20260  0.276
63 H 1.08787 -1.23021 -5.90900  0.322
64 H 0.10831 0.23943 -5.74123  0.296
65 H 0.63704 -2.83667 -2.81198  0.129
66 H 2.17077 -2.28785 -2.12964  0.370
67 H 2.07573 -2.72331 -3.83938  0.451
68 H 2.61847 1.47567 -3.97021  0.187
69 H 3.30967 -0.03649 -4.57593  0.504
70 H 3.36519 0.33417 -2.84905  0.263
71 C 2.00654 2.20726 1.54145  -0.504
72 N 3.41627 2.49486 1.81132  0.120
73 C 3.93538 1.46577 2.71339  -0.659
74 N 3.81419 0.11860 2.14913  0.101
75 C 2.39914 -0.13219 1.87708  -0.150
76 N 1.81964 0.86124 0.94695  2.386
77 C 2.61315 0.81965 -0.30254  -0.337
78 N 4.03219 1.08542 -0.06862  0.218
79 C 4.15055 2.40933 0.54640  -0.772
80 C 4.53936 0.09097 0.87625  -0.729
81 H 1.60142 2.94711 0.85317  -0.051
82 H 1.43678 2.25853 2.46642  -0.168
83 H 3.38001 1.50618 3.65323  0.353
84 H 4.98897 1.67032 2.91738  0.345
85 H 2.29003 -1.12132 1.43049  -0.152
86 H 1.83798 -0.09921 2.80681  -0.404
87 H 2.20155 1.55461 -0.99122  -0.656
88 H 2.49408 -0.16472 -0.75408  -0.454
89 H 3.75374 3.15614 -0.14374  0.410
90 H 5.20570 2.62289 0.73324  0.338
91 H 5.59711 0.28616 1.06760  0.357
92 H 4.43881 -0.90235 0.43338  0.349

---

C22H57B3O13P2 | the ωB97M-V functional and the def2-TZVPD basis

## Properties
spin multiplicity	1
HOMO energy	-9.499	eV
calculated total energy	-70973.1944	eV
lowest unoccupied orbital energy	0.2282	eV
net charge	0
SMILES	CCCB1OB(CCCC(=O)O)OB(PP(=O)(O)O)O1.CC(C)O.CC(C)O.CC(C)O.CC(C)O.CC(C)O

Last column: Mulliken charge in e.
CARTESIAN COORDINATES (ANGSTROEM)
1 C 2.56501 -0.83454 -5.79661  -0.868
2 C 1.59493 -1.45811 -6.81664  -0.446
3 C 0.38099 -2.09143 -6.12712  -0.687
4 B -0.44220 -1.02536 -5.34386  0.331
5 O -0.40294 0.31524 -5.69631  -0.413
6 B -0.78346 1.26418 -4.76899  0.013
7 C -1.05331 2.74363 -5.18061  -0.506
8 C -2.55810 3.08838 -5.19861  -0.705
9 C -3.46922 1.98454 -5.74545  -0.389
10 C -3.19665 1.43000 -7.11822  0.557
11 O -3.88659 0.58268 -7.61654  -0.599
12 O -2.13789 1.97130 -7.76458  -0.461
13 O -0.94421 0.84853 -3.44716  -0.367
14 B -1.29285 -0.45774 -3.23224  0.745
15 P -1.83617 -0.92719 -1.42909  -0.385
16 P 0.04536 -1.67666 -0.66026  0.877
17 O 0.00641 -1.91592 0.78775  -0.636
18 O 0.46145 -2.97963 -1.48793  -0.507
19 O 1.13234 -0.60640 -1.13175  -0.377
20 O -1.23023 -1.37974 -4.24742  -0.186
21 H 3.57353 -1.22398 -5.90792  0.364
22 H 2.62864 0.24531 -5.92708  0.287
23 H 2.27485 -1.03032 -4.76428  0.148
24 H 2.11787 -2.19957 -7.42073  0.459
25 H 1.26832 -0.68623 -7.51535  0.145
26 H -0.26850 -2.54554 -6.88327  0.367
27 H 0.72526 -2.86658 -5.44168  0.255
28 H -0.56379 3.39604 -4.45194  0.399
29 H -0.58684 2.94752 -6.13912  0.220
30 H -2.86433 3.31049 -4.17786  0.389
31 H -2.70504 3.99214 -5.78890  0.343
32 H -4.49107 2.36620 -5.80276  0.438
33 H -3.51483 1.14830 -5.04513  0.080
34 H -1.65507 1.24963 -8.19359  0.369
35 H -2.61406 -2.08750 -1.55007  0.078
36 H -0.23846 -3.23683 -2.10039  0.360
37 H 0.77228 0.29025 -1.13093  0.288
38 C 6.95704 -0.96673 -2.86854  -1.464
39 C 5.66613 -0.29121 -3.30698  0.868
40 C 5.25924 0.81586 -2.34686  -1.365
41 O 4.61858 -1.25159 -3.42755  -0.449
42 H 6.82868 -1.42940 -1.88609  0.429
43 H 7.23224 -1.75323 -3.57141  0.330
44 H 7.77912 -0.25176 -2.80555  0.379
45 H 5.79214 0.12628 -4.30749  -0.081
46 H 5.08020 0.40554 -1.34895  0.392
47 H 4.33570 1.28735 -2.68371  0.258
48 H 6.03300 1.58133 -2.27039  0.382
49 H 4.47168 -1.64390 -2.55982  0.305
50 C -4.36092 -0.49556 4.20031  -0.994
51 C -3.70129 -1.10985 2.97641  0.425
52 C -2.24194 -1.45256 3.22960  -1.067
53 O -3.81231 -0.22883 1.85264  -0.536
54 H -3.85856 0.43812 4.47209  0.366
55 H -5.40624 -0.26004 3.99896  0.324
56 H -4.31969 -1.16883 5.05588  0.069
57 H -4.24051 -2.01473 2.69086  0.236
58 H -1.67699 -0.54537 3.46417  0.317
59 H -1.78627 -1.89529 2.34698  0.215
60 H -2.13465 -2.14809 4.06468  0.333
61 H -3.34411 0.58282 2.07228  0.337
62 C -3.91763 -2.43488 9.67391  -0.924
63 C -4.59024 -2.66622 8.33040  0.355
64 C -3.92219 -3.79162 7.55428  -1.329
65 O -4.59208 -1.46512 7.55906  -0.530
66 H -2.87343 -2.14401 9.53431  0.311
67 H -4.40684 -1.62597 10.21407  0.019
68 H -3.94484 -3.33509 10.29035  0.426
69 H -5.64294 -2.90772 8.48500  0.276
70 H -2.87712 -3.54106 7.35158  0.309
71 H -4.41968 -3.94425 6.59618  0.322
72 H -3.94681 -4.72844 8.11237  0.419
73 H -3.67427 -1.21599 7.40504  0.347
74 C -3.20391 2.47731 12.77016  -1.291
75 C -3.76177 1.42909 11.81967  0.426
76 C -5.04160 0.80978 12.36017  -1.223
77 O -2.78561 0.42082 11.55879  -0.519
78 H -2.95645 2.02081 13.73262  0.342
79 H -2.29155 2.91377 12.36432  0.310
80 H -3.92443 3.27685 12.94651  0.371
81 H -3.96209 1.88725 10.85034  0.260
82 H -4.84543 0.30672 13.31131  0.312
83 H -5.43171 0.06724 11.66450  0.255
84 H -5.80916 1.56660 12.52562  0.397
85 H -2.57828 -0.01128 12.39394  0.341
86 C 7.58068 3.37689 -5.85453  -1.327
87 C 7.30076 1.96107 -6.33449  0.706
88 C 8.00003 1.66320 -7.65142  -1.437
89 O 5.89305 1.75289 -6.46359  -0.487
90 H 7.21065 4.10264 -6.58388  0.340
91 H 7.07149 3.56693 -4.90956  0.312
92 H 8.64907 3.54594 -5.71491  0.385
93 H 7.63287 1.24940 -5.57630  0.165
94 H 7.64076 2.34090 -8.43068  0.355
95 H 7.78767 0.64406 -7.97354  0.339
96 H 9.08051 1.78335 -7.56429  0.374
97 H 5.57080 2.37268 -7.12619  0.307